No. 1
C4H8INO4 | ωB97M-V with the def2-TZVPD basis set

The geometry in XYZ format:
```
18
Properties=species:S:1:pos:R:3:forces:R:3:lowdin_charge:R:1
C -1.049913 -0.515025 -1.798192 2.8 -0.2 -1.3 -0.051
C 0.148164 0.219182 1.621551 0.4 1.2 3.2 -0.322
C -0.950422 -0.686439 -0.324790 0.6 -0.9 -0.4 -0.523
C 0.366795 -0.287592 0.269651 0.5 1.7 0.1 -0.651
N 1.141278 1.880858 -0.487195 -3.1 -2.3 4.0 -0.295
O 1.696985 1.973643 -1.492868 1.5 1.1 -2.2 0.086
O 0.766342 2.649519 0.386828 1.0 0.3 -1.5 0.018
O 1.349968 0.371836 2.482999 -0.9 0.9 -1.6 -0.143
O -1.158034 -2.036324 0.060271 -1.7 0.4 1.0 -0.036
I 2.111191 -1.299148 -0.136280 -0.1 -0.2 -0.2 1.059
H -0.992874 0.535556 -2.079451 0.0 0.1 0.0 0.078
H -0.082352 -1.013736 -2.284262 -2.2 0.8 0.8 0.111
H -1.955149 -0.926972 -2.179716 -0.6 -0.5 -0.3 0.073
H -0.465912 1.201256 1.639939 1.1 -1.3 -0.4 0.149
H -0.514757 -0.479878 2.208194 0.7 0.3 -0.7 0.153
H -1.711055 -0.113751 0.200967 -0.2 0.0 0.0 0.150
H 1.842393 1.190060 2.197700 -0.9 -1.1 0.3 0.091
H -0.542650 -2.663044 -0.285348 0.9 -0.3 -0.7 0.053
```
Forces are in eV/Å.

ΔE to the lowest compared entry with this formula, charge and spin: 68.0 kcal per mole
LUMO (spin up / spin down): -0.0249 / -0.0407 hartree

No. 2
C50H103Br12N5O21 | ωB97M-V with the def2-TZVPD basis set

The geometry in XYZ format:
```
191
Properties=species:S:1:pos:R:3:forces:R:3:lowdin_charge:R:1
C 1.110729 3.481513 -1.071509 -0.3 -0.6 0.6 -0.066
C 0.384862 2.350905 -0.270271 -0.4 0.0 -0.7 -0.207
C -0.430212 1.448874 -1.180705 0.8 -0.9 -0.4 -0.132
N -0.985576 0.134831 -0.532451 -0.7 0.5 -1.0 -0.195
C -2.108514 0.451209 0.465933 1.1 -0.3 -0.4 0.038
C 0.085714 -0.905764 0.064872 -0.7 0.9 0.0 -0.049
C -0.069070 -2.186312 -0.702421 -0.9 -0.9 -0.3 -0.174
C -0.766647 -1.848789 -2.008731 0.3 1.5 -0.7 -0.124
C -1.644398 -0.559813 -1.730725 0.4 -2.2 -0.8 -0.092
H 0.386232 4.157684 -1.525372 0.2 -0.1 -0.3 0.079
H 1.803764 3.019282 -1.774465 -0.4 0.0 -0.5 0.070
H 1.792041 4.077016 -0.463811 -0.4 0.0 0.5 0.069
H -0.338688 2.709554 0.461800 0.7 0.3 0.5 0.105
H 1.150085 1.669544 0.101595 0.0 0.3 0.8 0.102
H 0.255027 1.122538 -1.963035 0.0 -0.4 -0.1 0.132
H -1.282575 1.853545 -1.726437 -0.1 0.4 0.5 0.138
H -2.489150 -0.538267 0.719215 0.0 0.3 0.7 0.113
H -2.929362 1.019913 0.029038 0.3 0.0 -0.5 0.116
H -1.651084 1.061332 1.244780 -0.3 -0.5 0.4 0.096
H -0.075044 -1.049070 1.133394 -0.3 0.4 -0.1 0.128
H 1.104464 -0.535096 -0.048471 -0.3 0.5 -0.3 0.121
H -0.725930 -2.943183 -0.273721 0.2 0.2 0.9 0.121
H 0.911648 -2.650258 -0.807677 -0.1 0.0 -0.3 0.123
H -1.339971 -2.668152 -2.442362 -0.1 0.1 0.2 0.121
H 0.005200 -1.593056 -2.734668 -0.1 0.1 -0.3 0.110
H -2.699895 -0.809485 -1.622606 0.1 -0.2 1.2 0.135
H -1.762507 0.052555 -2.624688 0.9 0.4 0.2 0.127
N -6.360654 1.681941 -3.149008 -1.8 -2.6 -2.6 -0.717
O -6.250332 0.629582 -3.854293 1.5 -0.4 0.2 -0.147
O -7.485973 2.105638 -3.061390 -2.5 1.7 1.0 -0.054
O -5.426288 2.243164 -2.653748 3.1 1.2 1.5 -0.074
C 0.968149 4.047000 -6.650338 -1.9 1.5 -1.1 -0.077
O -0.075977 4.717060 -5.826039 1.8 -1.3 -0.2 -0.224
C -1.414529 4.427846 -6.275610 0.7 0.3 1.2 -0.203
C -2.345751 5.273884 -5.356064 0.2 -1.2 -1.3 -0.208
N -2.596932 6.593237 -5.888729 -0.3 1.2 0.4 -0.057
C -3.451810 7.405157 -5.008222 -0.6 0.1 -0.8 -0.206
C -3.427827 8.939972 -5.316234 0.4 -1.4 1.7 -0.184
O -2.101627 9.422013 -5.087040 0.2 0.1 -0.6 -0.195
C -1.778582 10.748489 -5.448482 0.3 0.6 0.3 -0.123
H 0.794348 4.570253 -7.590600 0.4 -0.3 -0.6 0.073
H 0.821155 2.991022 -6.877053 -0.4 -0.2 0.6 0.074
H 2.022766 4.213545 -6.430868 -0.4 0.3 1.0 0.073
H -1.593935 3.360433 -6.147028 -0.2 -0.2 0.3 0.110
H -1.513486 4.602284 -7.346992 -0.2 0.5 -0.1 0.115
H -1.925352 5.275998 -4.350388 0.2 0.0 0.2 0.111
H -3.270395 4.700029 -5.294069 -0.3 0.3 0.0 0.123
H -1.761221 7.157309 -5.829460 0.8 -0.4 -0.5 0.097
H -3.243093 7.184359 -3.961417 0.4 0.5 0.4 0.107
H -4.499260 7.115151 -5.091070 -0.2 -0.1 -0.4 0.116
H -4.049933 9.277724 -4.487361 -0.4 0.7 -0.2 0.112
H -3.880117 9.181929 -6.277988 0.4 0.1 -0.2 0.124
H -2.347869 11.530560 -4.946086 -0.8 -0.2 0.0 0.081
H -1.761334 10.968294 -6.515953 -0.4 -0.4 -0.3 0.083
H -0.778149 11.012749 -5.105885 0.3 -0.7 0.1 0.080
C -10.760286 -7.129964 0.489377 0.5 -0.2 0.6 -0.112
O -11.232416 -5.784426 0.586886 0.5 -0.6 -0.5 -0.199
C -12.085754 -5.526529 1.703832 0.3 0.3 0.7 -0.187
C -11.834241 -4.021966 2.177307 0.2 -2.3 -1.8 -0.189
N -10.426073 -3.854489 2.394269 0.3 0.2 0.7 -0.096
C -10.071063 -2.463781 2.486719 1.3 0.1 0.1 -0.225
C -8.503523 -2.410091 2.329872 -2.2 0.3 -0.3 -0.224
O -7.963223 -1.146021 2.528475 0.5 1.8 0.2 -0.199
C -8.514144 0.032107 1.828378 -0.2 -1.8 0.5 -0.049
H -11.480986 -7.900918 0.216742 -0.7 0.3 0.3 0.083
H -10.243091 -7.409922 1.407111 -0.4 -0.1 0.6 0.076
H -9.961709 -7.337069 -0.223008 0.0 1.2 -0.6 0.076
H -11.864254 -6.248687 2.489647 0.2 0.1 0.3 0.105
H -13.107997 -5.733925 1.387450 -0.3 0.4 0.1 0.112
H -12.364247 -3.668403 3.061726 -0.3 -0.4 -0.1 0.120
H -12.173298 -3.497390 1.284023 -0.2 0.8 0.0 0.107
H -9.832890 -4.258397 1.683572 -0.5 -0.4 -0.3 0.100
H -10.386355 -2.024853 3.433320 0.2 -0.1 0.4 0.120
H -10.607882 -1.877454 1.740972 0.2 0.2 -0.5 0.102
H -8.277453 -2.819535 1.345324 0.2 0.1 -0.4 0.117
H -8.098755 -3.121831 3.049398 0.2 0.4 0.2 0.123
H -8.085816 0.935197 2.263172 0.4 -0.4 -0.1 0.083
H -9.588215 0.105572 1.998894 -0.1 -0.1 0.0 0.067
H -8.342480 -0.070955 0.756920 0.2 0.3 0.0 0.092
C 6.210397 0.760843 3.853114 -0.7 -0.3 0.3 -0.127
O 7.594373 0.682431 4.002735 0.5 0.6 -0.9 -0.207
C 8.163072 1.939371 4.395966 1.2 -1.2 -0.2 -0.188
C 9.675737 1.753034 4.416788 0.3 -0.2 0.5 -0.235
N 10.054971 0.528043 5.073835 0.0 0.2 0.9 -0.071
C 11.451576 0.181254 4.822262 -0.5 -1.5 -0.7 -0.191
C 11.726934 -1.292181 5.268142 -0.6 0.8 -1.5 -0.178
O 11.262038 -2.175930 4.216674 0.4 -0.2 1.1 -0.204
C 11.527249 -3.544710 4.509607 0.1 -0.2 -0.5 -0.125
H 5.807559 -0.177800 3.472626 0.3 -0.4 0.4 0.081
H 5.812091 1.463503 3.121180 0.5 0.7 -0.1 0.084
H 5.797533 1.001926 4.832667 -0.5 -0.1 0.0 0.089
H 7.793254 2.145979 5.400280 -0.2 0.7 -0.1 0.129
H 8.069950 2.679159 3.600892 -1.1 0.4 0.3 0.123
H 10.182911 2.569954 4.930133 -0.2 0.4 -0.1 0.124
H 10.044370 1.720392 3.391534 0.0 0.3 -0.5 0.110
H 9.482328 -0.154326 4.597856 0.1 -0.7 0.3 0.096
H 12.237259 0.836230 5.198847 -0.5 0.3 0.6 0.116
H 11.521505 0.269730 3.738112 0.8 -0.5 -0.5 0.106
H 11.132690 -1.500097 6.157941 0.3 0.0 0.3 0.119
H 12.800424 -1.426505 5.401054 0.0 -0.2 0.3 0.115
H 10.988053 -4.127748 3.762986 0.0 0.0 0.0 0.083
H 11.277610 -3.940471 5.494062 -0.7 0.6 0.4 0.081
H 12.579870 -3.821994 4.452965 0.4 0.4 -0.4 0.079
Br -3.155353 9.419083 -0.012164 0.1 -0.9 0.5 0.577
C -3.089830 7.570330 0.748410 0.9 -0.6 -1.9 -0.713
C -3.592718 7.535843 2.116451 -0.6 0.2 0.7 -0.672
Br -3.609984 5.628839 2.763087 0.1 1.3 -0.3 0.570
H -2.054888 7.238282 0.830523 0.1 0.4 -0.7 0.053
H -3.593457 6.929378 0.024779 -0.2 0.2 0.1 0.058
H -4.600651 7.948080 2.163328 0.1 -0.3 0.5 0.062
H -2.843516 8.130862 2.638724 -0.6 -0.3 1.0 0.061
Br 9.802329 -1.511285 -0.001101 -0.4 -0.1 0.2 0.608
C 8.119443 -2.192203 0.704835 -0.9 -1.0 0.2 -0.714
C 7.340920 -2.962776 -0.411059 0.8 2.0 1.0 -0.679
Br 5.656113 -3.620833 0.343498 0.6 -0.1 -0.3 0.596
H 7.558405 -1.378793 1.164947 0.0 0.2 -0.5 0.043
H 8.287851 -2.886748 1.527843 0.6 0.0 -0.1 0.046
H 8.041035 -3.698320 -0.807182 -0.7 -0.4 -0.1 0.056
H 7.069925 -2.198212 -1.139142 -0.1 -0.5 -0.3 0.040
Br 1.753894 5.654266 4.319464 0.4 0.6 -0.5 0.549
C 2.404071 7.484771 3.882599 0.9 0.2 0.3 -0.663
C 3.897566 7.691638 4.334128 -1.5 -0.2 0.6 -0.679
Br 4.189367 9.600700 4.576624 0.1 0.0 -0.2 0.613
H 1.690919 8.109099 4.420873 0.5 0.0 0.2 0.031
H 2.300976 7.754785 2.831613 -0.1 -0.6 -0.1 0.056
H 4.680287 7.307505 3.679997 -0.4 0.0 -0.1 0.055
H 4.016950 7.266137 5.330524 0.1 0.0 -0.2 0.035
Br 6.839951 -3.522447 6.907459 -0.6 -0.1 -0.9 0.589
C 5.544043 -3.851786 5.433200 -0.9 -0.2 0.2 -0.646
C 4.133112 -3.793370 6.008666 -0.5 -0.3 0.8 -0.704
Br 2.677966 -3.832585 4.675845 0.6 0.2 -0.1 0.567
H 5.738495 -4.845798 5.030415 0.2 0.2 0.1 0.058
H 5.583726 -3.107434 4.637922 0.7 0.1 0.3 0.047
H 3.984399 -2.921292 6.645416 0.0 0.1 -0.4 0.044
H 3.831263 -4.648150 6.613915 0.6 0.0 0.0 0.042
Br 1.602560 -7.579940 -0.798909 0.0 -0.1 0.0 0.611
C 0.293259 -8.462775 0.333101 0.4 0.2 1.9 -0.672
C 0.288811 -7.713464 1.731351 -0.6 -0.2 -1.1 -0.643
Br -1.233825 -8.315069 2.899915 0.7 0.4 -0.8 0.536
H 0.628968 -9.487667 0.491299 -0.2 0.1 -0.3 0.049
H -0.662145 -8.421616 -0.189985 0.1 0.1 0.3 0.051
H 0.215739 -6.654495 1.483679 -0.5 0.0 0.5 0.031
H 1.156750 -7.824138 2.381367 0.0 -0.4 -0.5 0.044
Br -0.748413 1.050841 6.358533 -0.2 0.0 0.1 0.596
C 0.522824 1.050740 7.839610 -0.3 1.1 0.4 -0.716
C 0.728299 2.507021 8.318456 1.2 -1.0 -0.4 -0.601
Br 2.293889 2.383507 9.630318 -1.2 0.3 -0.7 0.527
H 1.405217 0.580625 7.405479 0.0 0.2 0.5 0.040
H 0.099315 0.514846 8.689058 0.1 -0.4 -0.4 0.054
H -0.147504 2.943950 8.798199 0.3 -0.2 0.2 0.062
H 1.070839 3.136782 7.497377 0.0 0.0 0.3 0.038
C -4.777618 -3.386418 -5.740298 1.0 -0.9 -0.6 -0.100
C -6.188220 -3.566856 -6.150818 -1.3 0.8 -0.7 -0.096
O -6.668270 -4.659073 -5.346280 -3.0 1.5 -1.3 0.122
C -5.695410 -5.234424 -4.772825 2.2 -3.4 4.8 -0.621
O -5.726818 -6.152244 -3.925872 -0.5 2.1 -2.8 0.082
O -4.544661 -4.639796 -5.058977 1.9 0.9 -0.4 0.068
H -4.525629 -2.524178 -5.122927 -0.4 -0.2 0.3 0.136
H -4.201812 -3.317983 -6.663268 0.6 -0.2 0.3 0.130
H -6.327732 -3.851234 -7.193769 0.2 -0.2 0.0 0.134
H -6.709168 -2.617944 -6.023209 -0.7 -0.4 0.5 0.143
C -5.814403 -7.977447 0.564347 0.7 -1.1 -0.9 -0.107
C -6.098461 -7.876866 1.977332 -1.0 -1.5 2.0 -0.191
O -5.944611 -6.561348 2.263242 -1.3 3.4 3.0 0.095
C -5.177040 -5.970353 1.388884 0.1 3.0 -1.2 -0.607
O -4.813846 -4.810828 1.326106 -0.3 -1.8 1.0 0.132
O -4.970697 -6.824549 0.424221 1.1 -2.0 -3.1 0.101
H -6.652235 -8.034966 -0.130516 0.0 0.8 0.0 0.140
H -5.337948 -8.957242 0.531458 0.9 0.3 -1.1 0.136
H -5.312113 -8.342805 2.571188 -0.3 -0.9 0.1 0.141
H -7.106805 -8.199052 2.237189 0.2 -0.1 0.3 0.147
C 3.743196 -1.455521 -7.885446 2.4 0.5 1.7 -0.155
C 4.298334 -2.280776 -6.647108 2.8 1.7 -2.5 -0.183
O 3.207318 -2.593183 -5.914428 -2.6 -1.2 -0.9 0.058
C 2.202782 -2.758544 -6.878813 -3.4 0.1 1.6 -0.425
O 1.160930 -3.371820 -6.661719 3.5 1.8 -1.2 0.142
O 2.460493 -1.911096 -7.959501 -2.3 -2.4 0.8 0.052
H 4.309539 -1.623486 -8.801500 -0.1 -0.2 0.0 0.130
H 3.771611 -0.396075 -7.630732 -0.2 0.2 -0.2 0.124
H 5.016902 -1.696652 -6.072170 -0.1 -0.1 0.1 0.131
H 4.797199 -3.136905 -7.101287 0.1 -0.5 0.5 0.127
C 6.568630 3.014984 -3.714091 1.7 1.0 -0.5 -0.119
C 7.380500 2.580636 -2.506948 0.2 -0.5 0.1 -0.083
O 6.377492 1.796696 -1.821055 1.0 0.6 0.8 0.070
C 5.482723 1.419404 -2.733675 -2.8 -0.8 3.2 -0.658
O 4.481502 0.822715 -2.444349 0.4 -0.7 -0.1 0.137
O 5.685662 1.956018 -3.872106 0.0 0.1 -3.3 0.101
H 7.185296 3.123753 -4.606273 -0.2 0.1 0.0 0.140
H 5.969590 3.912472 -3.559929 0.2 0.2 0.2 0.143
H 7.840636 3.386246 -1.934788 -0.7 0.0 0.4 0.135
H 8.191231 1.873989 -2.684296 0.1 0.1 -0.7 0.132
```
Forces are in eV/Å.

LUMO: -0.0165 hartree

No. 3
C15H11AuN2O3S5 | ωB97M-V with the def2-TZVPD basis set

The geometry in XYZ format:
```
37
Properties=species:S:1:pos:R:3:forces:R:3:lowdin_charge:R:1
Au -0.014193 -0.511807 1.037680 0.0 0.0 0.1 0.343
C -0.414621 -4.297484 -4.548469 0.0 0.0 0.0 -0.070
C -0.488788 -4.154735 -3.050618 0.0 0.0 0.0 -0.291
C 0.469795 -3.423566 -2.355857 0.0 0.0 0.0 -0.037
C 0.413836 -3.295582 -0.976317 0.0 0.0 0.0 -0.074
C -0.620187 -3.903566 -0.276894 0.0 0.0 0.0 -0.272
C -1.585175 -4.637133 -0.951159 0.0 0.0 0.0 -0.063
C -1.514688 -4.760512 -2.331427 0.0 0.0 0.0 -0.062
S -0.757500 -3.644711 1.480121 0.0 0.0 0.0 0.543
O 0.582858 -3.604548 1.996982 0.0 0.0 0.0 -0.332
O -1.618242 -4.711566 1.962947 0.0 0.0 0.0 -0.360
N -1.401294 -2.190483 1.605266 0.0 0.0 0.0 -0.227
C -2.748489 -1.950950 1.417257 0.0 0.0 0.0 -0.395
C -3.791870 -2.872265 1.673371 0.0 0.0 0.0 -0.037
C -5.096390 -2.482350 1.469997 0.0 0.0 0.0 -0.116
C -5.382964 -1.191490 1.036153 0.0 0.0 0.0 -0.124
C -4.301020 -0.353901 0.828856 0.0 0.0 0.0 -0.178
N -3.034351 -0.707986 0.997559 0.0 0.0 0.1 0.095
H 0.253072 -3.550709 -4.978390 0.0 0.0 0.0 0.069
H -1.398421 -4.175291 -5.005829 0.0 0.0 0.0 0.070
H -0.039905 -5.284110 -4.835170 0.0 0.0 0.0 0.071
H 1.263886 -2.922834 -2.898179 0.0 0.0 0.0 0.110
H 1.149767 -2.705900 -0.445237 0.0 0.0 0.0 0.072
H -2.381692 -5.103730 -0.386595 0.0 0.0 0.0 0.102
H -2.274991 -5.329108 -2.858019 0.0 0.0 0.0 0.101
H -3.554565 -3.858827 2.034893 0.0 0.0 0.0 0.078
H -5.897594 -3.188320 1.664116 0.0 0.0 0.0 0.090
H -6.396178 -0.847822 0.872301 0.0 0.0 0.0 0.076
H -4.455168 0.670104 0.497332 0.0 0.0 0.0 0.095
O 4.303147 4.857787 0.449059 0.0 0.0 0.0 -0.150
C 3.536612 3.918319 0.579063 0.0 0.0 0.0 -1.097
S 2.646463 3.553543 2.044552 0.0 0.0 0.0 0.874
C 1.782677 2.114202 1.486856 0.0 0.0 0.0 -1.230
C 2.038207 1.746462 0.210744 0.0 0.0 0.0 -1.201
S 1.372396 0.393993 -0.679771 0.0 0.0 0.0 0.335
S 3.179849 2.752869 -0.683897 0.0 0.0 0.0 0.873
S 0.725887 1.367295 2.650496 0.0 0.0 0.0 0.319
```
Forces are in eV/Å.

total charge: -2
LUMO: 0.1634 hartree